Record 1
Formula: C45H38Br9N7O14
Source: OMol25
Level of theory: wB97M-V/def2-TZVPD

Last column: Mulliken charge in e.
CARTESIAN COORDINATES (ANGSTROEM)
C: -1.738353 1.858765 -4.894116  -0.434
Br: -2.341477 1.090832 -3.195422  0.082
Br: -0.727740 0.478272 -5.896415  -0.043
Br: -0.888073 3.584924 -4.720866  -0.012
H: -2.628247 2.048912 -5.494141  0.365
C: -4.555843 0.447908 1.526463  -0.343
Br: -3.072633 1.236010 2.646854  -0.001
Br: -5.859365 -0.533697 2.693076  -0.047
Br: -3.877353 -0.757470 0.097515  -0.002
H: -5.040285 1.281741 1.018378  0.371
C: 4.854650 0.309868 -5.236717  -0.290
Br: 2.914685 -0.028515 -5.539710  0.001
Br: 5.254362 0.197528 -3.302461  -0.038
Br: 5.562598 1.917597 -6.099998  -0.022
H: 5.341605 -0.582614 -5.629731  0.344
C: -0.134627 0.824211 -0.630081  -0.232
C: 1.126224 0.719014 -1.333442  -1.257
C: 1.932359 -0.380692 -1.159707  -0.104
C: 1.557246 -1.513799 -0.413833  -0.294
C: 0.278882 -1.381135 0.239499  0.005
C: -0.485136 -0.206873 0.239226  0.326
N: 2.358407 -2.753994 -0.479251  1.041
O: 3.029186 -2.879712 -1.520061  -0.624
O: 2.243068 -3.507110 0.416288  -0.592
H: -0.753519 1.698269 -0.769374  0.791
H: 1.377893 1.504506 -2.030627  0.764
H: 2.955919 -0.428525 -1.500924  0.220
H: -0.017227 -2.271513 0.774238  0.064
H: -1.396009 -0.156222 0.817271  -0.003
C: 3.235739 2.430190 4.287006  -0.433
C: 2.985714 3.807119 4.241253  -0.622
C: 1.938322 4.299857 3.440346  -0.421
C: 1.119951 3.417372 2.665709  -0.381
C: 1.385819 2.020355 2.799968  0.116
C: 2.430308 1.542037 3.555093  -0.490
N: -0.116516 3.905026 1.938202  1.010
O: -0.345731 5.048554 1.996027  -0.614
O: -0.813375 3.009055 1.425664  -0.267
H: 4.033494 2.117932 4.944649  0.396
H: 3.482312 4.542544 4.856837  0.405
H: 1.636500 5.336450 3.412257  0.475
H: 0.855963 1.302818 2.191051  0.362
H: 2.620302 0.482165 3.638597  0.493
C: 2.883505 -4.485961 -4.424390  -0.339
C: 2.282094 -5.464737 -5.163488  -0.442
C: 2.950108 -6.176282 -6.235829  -0.464
C: 4.370208 -5.965982 -6.370792  0.140
C: 4.962114 -5.017002 -5.534808  -0.376
C: 4.230693 -4.296598 -4.584311  -0.324
N: 5.153726 -6.777487 -7.287643  0.940
O: 6.325588 -6.434183 -7.416221  -0.574
O: 4.596424 -7.582139 -8.006432  -0.587
H: 2.413527 -3.994564 -3.585306  0.357
H: 1.243478 -5.685785 -4.966497  0.372
H: 2.529412 -7.020700 -6.761536  0.418
H: 6.021445 -4.811851 -5.488488  0.388
H: 4.697284 -3.564035 -3.942410  0.502
C: 1.036647 4.938549 -1.225087  -0.273
C: 2.250838 4.679028 -0.733288  -0.248
C: 3.278846 5.589829 -0.931363  -0.338
C: 3.047411 6.799075 -1.559331  -0.278
C: 1.736535 7.081058 -2.047566  -0.311
C: 0.747113 6.119638 -1.926266  -1.047
N: 4.170982 7.837623 -1.591280  0.962
O: 5.294604 7.522365 -1.148173  -0.583
O: 3.972214 8.922337 -2.074387  -0.581
H: 0.185326 4.283539 -1.112817  0.609
H: 2.460744 3.864233 -0.056190  0.590
H: 4.259044 5.324292 -0.563783  0.468
H: 1.540632 8.046840 -2.489484  0.475
H: -0.232092 6.406821 -2.279948  0.531
C: -4.343495 3.358877 -0.700118  -0.129
C: -4.533405 4.653235 -0.317625  -0.923
C: -5.561818 5.362325 -0.936230  -0.142
C: -6.468882 4.842589 -1.863379  -0.259
C: -6.257664 3.459688 -2.133680  -0.390
C: -5.174645 2.737717 -1.541857  -0.443
N: -7.471304 5.622296 -2.583362  0.948
O: -7.498553 6.834723 -2.442287  -0.579
O: -8.256386 4.990246 -3.258346  -0.576
H: -3.491300 2.787122 -0.363556  0.679
H: -3.898695 5.116023 0.423575  0.534
H: -5.711641 6.358944 -0.548040  0.394
H: -6.982829 2.982485 -2.776189  0.438
H: -4.991916 1.718643 -1.849247  0.433
C: -3.097013 -3.370580 6.794802  -0.513
C: -1.839238 -3.991286 6.568256  -0.629
C: -0.892230 -3.301994 5.789925  -0.221
C: -1.221536 -2.137104 5.125347  0.080
C: -2.503366 -1.563543 5.297982  -0.028
C: -3.411888 -2.179098 6.147377  -0.649
N: -0.230897 -1.518863 4.249304  1.129
O: -0.229424 -0.292299 4.183970  -0.591
O: 0.562732 -2.232585 3.677278  -0.559
H: -3.778290 -3.839905 7.489067  0.419
H: -1.512340 -4.881704 7.084678  0.469
H: 0.139384 -3.621617 5.786529  0.381
H: -2.794646 -0.712268 4.700573  0.294
H: -4.409158 -1.787615 6.283708  0.396
C: 0.075957 -7.245239 3.662945  -0.473
C: 0.633128 -6.103980 3.077529  -0.805
C: -0.177335 -5.004361 2.730273  0.346
C: -1.529671 -5.042101 3.013969  0.250
C: -2.079382 -6.179143 3.720587  -0.558
C: -1.238067 -7.236085 4.075450  -0.525
N: -2.433733 -3.910346 2.601050  0.952
O: -1.932292 -2.955369 2.005275  -0.415
O: -3.574400 -3.971717 2.985104  -0.581
H: 0.724477 -8.085967 3.860398  0.398
H: 1.668138 -6.210864 2.788157  0.438
H: 0.305982 -4.225478 2.159180  0.091
H: -3.131969 -6.334185 3.906111  0.446
H: -1.578839 -8.105497 4.618039  0.420

Forces on atoms 1 to 6 (eV/Å):
C -0.3408 -0.5594 -0.2894
Br 0.2653 0.3759 -0.6059
Br -0.3165 0.8914 0.4882
Br 0.1119 -0.5879 0.1055
H 0.2281 -0.1899 0.2359
C 0.4544 -0.6534 0.6412

## Properties
M	1619.97	g/mol
HOMO-LUMO gap	8.899	eV
energy relative to the best compared isomer or geometry (same formula, charge and spin)	2.2391	eV
HOMO level	-0.35852	Eh

---

Record 2
Formula: C5H17N2O
Source: OMol25
Level of theory: wB97M-V/def2-TZVPD

Last column: Mulliken charge in e.
CARTESIAN COORDINATES (ANGSTROEM)
N: 1.552417 -0.837631 -1.715543  -0.234
C: 0.052734 -0.990666 -1.776382  -0.720
C: -0.591138 -1.056169 -0.396815  -0.827
N: -0.969152 0.314792 0.012592  0.086
C: -0.591379 0.655837 1.418373  -0.318
C: 0.082087 2.022446 1.444943  -1.272
C: -2.386365 0.564959 -0.241163  -1.271
H: 1.942334 -0.410483 -2.552372  0.349
H: 1.872886 -0.184308 -0.989643  0.282
H: 1.984663 -1.749519 -1.557657  0.373
H: -0.356034 -0.145439 -2.324538  0.416
H: -0.155750 -1.932947 -2.289191  0.333
H: 0.037752 -1.500433 0.373193  0.506
H: -1.489110 -1.670122 -0.493115  0.463
H: 0.152268 -0.088952 1.664337  0.298
H: -1.429908 0.677857 2.096533  0.398
H: 0.797101 2.032552 2.274718  0.341
H: 0.579453 2.306751 0.528241  0.314
H: -0.551758 2.839254 1.802560  0.346
H: -2.878399 -0.093250 -0.951733  0.434
H: -2.542276 1.554296 -0.654361  0.356
H: -3.024296 0.587313 0.650019  0.347
H: 3.164044 -0.780920 1.830511  0.287
H: 2.337113 -1.416058 0.608458  0.280
O: 2.410714 -0.699160 1.238039  -0.567

Forces on atoms 1 to 6 (eV/Å):
N 0.1898 0.5275 0.1208
C -0.4619 -0.7091 0.1558
C -0.6248 1.2739 0.1843
N -0.4336 -1.0571 0.6512
C 0.8478 0.5720 -1.7360
C 0.1216 0.5197 1.6904

## Properties
M	121.20	g/mol
total charge	+1
HOMO-LUMO gap	8.410	eV
energy relative to the best compared isomer or geometry (same formula, charge and spin)	2.0275	eV
HOMO level	-0.44624	Eh

---

Record 3
Formula: C9H6NO3P
Source: OMol25
Level of theory: wB97M-V/def2-TZVPD

Last column: Mulliken charge in e.
CARTESIAN COORDINATES (ANGSTROEM)
C: -0.404133 -3.239999 0.669312  0.217
C: -3.384868 0.803134 0.001747  -0.369
C: 3.381378 -1.003185 0.234215  -0.188
C: -2.616504 0.018853 -0.807927  -0.098
C: 2.495841 -1.702756 -0.554228  -0.176
C: -3.008844 0.555651 1.286892  -0.375
C: 2.679905 -0.130036 1.012892  -0.641
C: -1.675387 -0.608875 -0.025571  0.094
C: 1.276343 -1.253661 -0.195221  0.037
N: 0.086752 -4.001379 1.395898  -0.400
O: -0.620300 -2.354239 -1.922505  -0.688
O: -1.998526 -0.346935 1.278825  -0.261
O: 1.332282 -0.316041 0.753958  -0.234
P: -0.498989 -1.898872 -0.512138  0.844
H: -4.195079 1.452135 -0.315476  0.380
H: 4.495060 -1.132398 0.283859  0.311
H: -2.806445 0.107916 -1.931084  0.349
H: 2.707286 -2.640440 -1.218711  0.300
H: -3.602908 0.787380 2.209227  0.350
H: 2.946547 0.504622 1.735800  0.548

Forces on atoms 1 to 6 (eV/Å):
C 0.5888 -0.5974 1.1860
C -1.5593 1.2220 1.6264
C 2.9456 1.2634 1.4199
C 1.1871 -0.1038 -3.6192
C -0.5828 -3.3779 -2.1490
C -1.1249 -0.3609 0.2784

## Properties
M	207.13	g/mol
HOMO-LUMO gap	9.520	eV
energy relative to the best compared isomer or geometry (same formula, charge and spin)	0.0000	eV
HOMO level	-0.33926	Eh
structure (SMILES)	N#CP(=O)(c1ccco1)c1ccco1

---

Record 4
Formula: C27H51BBrN3O5S
Source: OMol25
Level of theory: wB97M-V/def2-TZVPD

Last column: Mulliken charge in e.
CARTESIAN COORDINATES (ANGSTROEM)
C: -3.424879 -10.315791 -3.303860  -0.973
C: -4.650410 -9.230472 -3.218559  -0.180
C: -4.529325 -8.135162 -2.005252  -0.744
Br: -3.267562 -8.627379 -0.534344  -0.156
C: -4.241484 -6.602464 -2.605650  0.671
C: -5.596165 -6.119361 -3.398062  -1.262
O: -4.150776 -5.611124 -1.485456  -0.750
B: -2.895220 -4.835444 -1.432377  0.865
C: -3.260580 -3.244499 -1.198300  -0.446
C: -2.148074 -2.684646 -0.084335  -0.563
C: -2.437751 -1.140999 0.394873  -0.449
C: -1.508077 -0.900205 1.756035  -0.537
C: -0.615886 0.473461 1.674830  -0.560
C: 0.577747 0.468910 2.840509  -0.572
C: 1.924578 1.328533 2.345745  -0.139
S: 3.365584 0.616933 3.303714  -0.147
C: 4.554174 1.930915 3.905246  0.266
N: 4.955742 3.283457 3.360517  -0.158
N: 5.904398 3.714991 4.317513  -0.304
C: 6.191426 2.799110 5.491533  0.020
O: 5.300335 1.661800 5.152533  -0.268
O: -2.211718 -5.214691 -2.685546  -0.661
C: -2.768713 -6.428733 -3.305061  0.578
C: -2.647128 -6.177120 -4.921363  -0.641
C: -1.061180 -6.296543 -5.328556  0.184
C: -0.411405 -7.795830 -5.106256  -0.844
O: -0.774669 -5.922959 -6.732744  -0.546
H: -3.583435 -10.914966 -4.323943  0.304
H: -3.447289 -11.142539 -2.457767  0.309
H: -2.349125 -9.836750 -3.383798  0.193
H: -5.655763 -9.821666 -3.064732  0.286
H: -4.719293 -8.708194 -4.271588  0.247
H: -5.610410 -8.061677 -1.511113  0.510
H: -5.965373 -5.114812 -2.904174  0.308
H: -5.456097 -5.930797 -4.546348  0.227
H: -6.406609 -6.983931 -3.263029  0.319
H: -2.289498 -5.199779 -0.478387  -0.174
H: -4.343573 -3.095541 -0.733831  0.199
H: -3.189285 -2.589264 -2.183863  0.184
H: -1.029071 -2.868747 -0.446525  0.214
H: -2.283253 -3.364782 0.875055  0.285
H: -3.580043 -1.030281 0.646817  0.259
H: -2.145848 -0.441525 -0.497350  0.281
H: -2.277650 -0.897979 2.656455  0.213
H: -0.761129 -1.808673 1.844895  0.296
H: -1.343212 1.375607 1.857483  0.215
H: -0.127865 0.513864 0.598081  0.313
H: 0.089181 0.970943 3.785956  0.249
H: 0.858371 -0.657143 3.114854  0.362
H: 2.064439 1.019700 1.201152  0.296
H: 1.758899 2.480072 2.468529  0.096
H: 6.933076 2.900089 6.398652  0.326
H: -2.213142 -7.411599 -2.996570  -0.111
H: -2.973235 -5.045139 -5.112414  0.302
H: -3.373028 -6.832210 -5.572199  0.230
H: -0.417589 -5.561734 -4.647246  0.128
H: 0.551783 -7.990828 -5.750717  0.403
H: -1.273415 -8.574349 -5.280469  0.083
H: -0.095329 -7.896094 -3.965295  0.215
H: 0.212555 -6.125809 -6.871023  0.335
C: 2.719639 8.792909 0.127201  -1.728
C: 2.070517 8.895777 1.539867  1.725
C: 2.921990 9.840760 2.437140  -1.212
C: 4.235200 9.219291 2.903882  -0.504
C: 3.998215 7.863451 3.560004  -1.205
C: 3.175224 6.892881 2.672492  1.659
N: 1.924148 7.522464 2.131729  0.369
O: 1.001043 7.610420 3.189642  -0.412
C: 4.060197 6.381297 1.505288  -1.689
C: 2.880073 5.594593 3.494052  -1.810
C: 0.689026 9.586425 1.267454  -1.782
H: 2.306962 9.535560 -0.567851  0.468
H: 3.796817 8.971437 0.140912  0.329
H: 2.531086 7.817777 -0.332408  0.340
H: 2.343551 10.129730 3.325106  0.397
H: 3.136656 10.774535 1.901654  0.342
H: 4.932990 9.120060 2.067669  0.302
H: 4.719579 9.890884 3.620664  0.414
H: 4.967642 7.414750 3.812293  0.379
H: 3.483371 8.026168 4.515903  0.405
H: 3.478198 5.761999 0.811671  0.420
H: 4.883962 5.759846 1.878782  0.384
H: 4.535507 7.177563 0.934703  0.314
H: 2.350638 5.794793 4.430905  0.376
H: 3.812225 5.086038 3.773493  0.398
H: 2.285798 4.884274 2.908485  0.478
H: 0.062665 8.956029 0.622282  0.441
H: 0.829979 10.547727 0.759926  0.449
H: 0.135378 9.802405 2.184181  0.368

Forces on atoms 1 to 6 (eV/Å):
C -0.1416 -0.8175 -1.0402
C 0.4066 -0.7047 0.0624
C -1.9699 1.2250 -1.1238
Br -0.7175 0.2968 -1.0040
C -0.1943 1.4887 1.1093
C -0.3029 -0.5343 -0.1260

## Properties
M	620.50	g/mol
HOMO-LUMO gap	1.032	eV
HOMO level	-0.22764	Eh

---

Record 5
Formula: C23H27N3O4S
Source: OMol25
Level of theory: wB97M-V/def2-TZVPD

Last column: Mulliken charge in e.
CARTESIAN COORDINATES (ANGSTROEM)
O: -4.719968 2.825263 3.049792  -0.644
C: -4.018689 1.993986 2.520400  0.386
N: -4.124665 1.723914 1.185810  -0.097
C: -3.352058 0.805435 0.488173  0.772
C: -3.270519 0.861757 -0.899864  -1.233
C: -2.482039 -0.047616 -1.578520  -0.727
C: -1.785452 -0.998929 -0.863649  0.146
C: -1.881137 -1.087139 0.510792  -0.688
C: -2.669274 -0.186637 1.202244  0.797
C: -2.844033 -0.219661 2.692165  -0.815
C: -2.937795 1.205859 3.227859  -0.676
H: -1.992976 1.727246 3.047310  0.281
H: -3.137643 1.221973 4.299184  0.339
H: -3.765155 -0.761218 2.933126  0.301
H: -2.013382 -0.748099 3.159939  0.367
H: -1.318856 -1.849770 1.025253  0.446
S: -0.710769 -2.099700 -1.752031  1.358
O: 0.155027 -2.799415 -0.837025  -0.653
O: -1.489927 -2.882680 -2.668779  -0.863
N: 0.200718 -1.080072 -2.712355  -0.220
H: 0.159809 -1.350961 -3.681858  0.295
C: 1.502806 -0.666155 -2.247460  0.856
H: 2.268465 -1.424953 -2.479257  0.632
C: 1.911530 0.672426 -2.904941  -1.687
C: 0.881974 1.736460 -2.653477  0.635
C: 1.005783 2.605813 -1.578356  -0.345
C: 0.022857 3.541654 -1.313848  -0.743
C: -1.094410 3.625400 -2.126012  -0.444
C: -1.217442 2.775600 -3.210915  -0.715
C: -0.235223 1.837135 -3.471479  -0.160
H: -0.335875 1.176331 -4.320355  0.349
H: -2.080933 2.843648 -3.857296  0.432
H: -1.862319 4.356288 -1.917814  0.448
H: 0.128101 4.207010 -0.469567  0.411
H: 1.874546 2.545012 -0.939342  0.371
H: 2.879170 0.969840 -2.496018  0.460
H: 2.021884 0.502843 -3.978619  0.568
C: 1.403084 -0.490542 -0.730733  -0.963
O: 0.517488 0.165278 -0.220084  -0.587
N: 2.418046 -1.036023 -0.034003  0.009
H: 2.992277 -1.732759 -0.482947  0.346
C: 2.398498 -1.087851 1.416262  0.175
C: 3.822388 -0.907607 1.980240  -0.982
H: 4.527887 -0.820145 1.153023  0.288
H: 3.904911 -0.004498 2.582033  0.297
C: 4.115372 -2.167060 2.803512  -0.597
H: 3.835054 -2.005488 3.845163  0.302
H: 5.168578 -2.442159 2.773953  0.375
C: 3.208711 -3.232588 2.192099  -0.763
H: 3.053730 -4.080322 2.857083  0.418
H: 3.636825 -3.604068 1.259783  0.278
C: 1.920787 -2.462540 1.915056  -0.608
H: 1.281176 -2.938205 1.172853  0.222
H: 1.357339 -2.341454 2.840719  0.298
H: 1.719697 -0.290083 1.724573  0.476
H: -2.387890 -0.018607 -2.650628  0.522
H: -3.810617 1.626397 -1.437637  0.347
H: -4.755472 2.312437 0.656467  0.204

Forces on atoms 1 to 6 (eV/Å):
O -0.0898 0.1429 0.1476
C 0.1679 -0.0006 0.2888
N -0.3844 0.2042 -0.4272
C 0.4096 -0.4425 -0.1771
C 0.0346 -0.0950 0.0708
C -0.1552 -0.0124 0.0517

## Properties
M	441.55	g/mol
HOMO-LUMO gap	8.927	eV
energy relative to the best compared isomer or geometry (same formula, charge and spin)	0.7667	eV
HOMO level	-0.31258	Eh
structure (SMILES)	O=C1CCc2cc(S(=O)(=O)N[C@@H](Cc3ccccc3)C(=O)NC3CCCC3)ccc2N1